1.
The following is a quantum chemistry calculation of a molecular structure, C6H15AlFO, from the Open Molecules 2025 dataset.

Structure (XYZ):
```
24
Properties=species:S:1:pos:R:3:forces:R:3:lowdin_charge:R:1
C -1.0939 -0.5699 -3.0368 -0.2 0.0 0.3 -0.09
C -1.0343 0.3723 -1.8510 0.2 0.0 -0.1 -0.36
O -1.8775 -0.1122 -0.8599 -0.2 0.0 0.0 -0.26
C -1.8969 0.7092 0.3455 0.1 -0.5 0.3 -0.30
Al -1.0206 -0.2883 1.9135 0.1 -0.1 -0.3 0.33
C 0.7624 -1.0622 1.2242 0.0 0.4 0.2 -0.39
F 0.9896 -2.4046 1.6863 0.0 -0.1 0.1 -0.17
C 1.9743 -0.2349 1.6584 0.0 -0.2 -0.3 -0.31
C 2.3238 0.8374 0.6267 -0.1 0.0 0.2 -0.13
H -0.7801 -1.5581 -2.7043 0.1 -0.1 -0.1 0.07
H -0.4537 -0.2328 -3.8483 0.1 0.0 -0.1 0.06
H -2.1236 -0.6535 -3.3810 0.0 0.0 -0.1 0.07
H -1.3228 1.3932 -2.1437 -0.1 0.1 -0.1 0.11
H 0.0028 0.4332 -1.4911 0.1 0.0 0.1 0.10
H -1.4651 1.6901 0.1250 0.0 0.1 -0.1 0.03
H -2.9556 0.8601 0.5770 -0.1 0.2 0.0 0.03
H -1.9971 -1.4705 2.4399 0.0 0.0 0.0 -0.11
H -0.6687 0.7723 3.1022 0.0 0.1 0.1 -0.10
H 0.7990 -1.1409 0.1321 0.0 -0.1 -0.1 0.07
H 1.7961 0.2436 2.6204 0.0 0.0 0.2 0.06
H 2.8162 -0.9233 1.7697 0.2 0.0 0.1 0.10
H 2.8437 0.3996 -0.2249 0.0 0.0 -0.1 0.07
H 1.4208 1.3292 0.2640 -0.1 0.1 0.0 0.05
H 2.9611 1.6108 1.0561 0.1 0.0 0.0 0.06
```
Positions in Å, forces in eV/Å.

Computed properties:
Total charge   -1
E_tot   -17827.287 eV
HOMO-LUMO gap   0.2892 Ha
E_LUMO   3.66 eV
Energy relative to the best compared isomer or geometry (same formula, charge and spin)   0.0 kJ/mol
Largest force on an atom   0.61 eV/Å

2.
The following is a quantum chemistry calculation of a molecular structure, C25H23BrN5O2STi, from the Open Molecules 2025 dataset.

Structure (XYZ):
```
58
Properties=species:S:1:pos:R:3:forces:R:3:lowdin_charge:R:1
Ti 0.6228 0.1091 -0.3455 0.3 -0.3 -0.1 0.56
O 1.2094 4.9911 1.7351 0.0 0.0 -0.1 0.07
C 1.9650 5.0017 0.5978 0.0 0.0 0.1 -0.27
C 2.6085 6.1825 0.2566 0.0 0.0 0.0 0.00
C 3.3969 6.2307 -0.8807 0.0 0.0 0.0 -0.07
C 3.5452 5.1117 -1.6902 0.0 0.0 0.0 -0.08
C 2.9071 3.9323 -1.3440 0.0 0.0 0.0 -0.02
C 2.1231 3.8656 -0.1990 0.1 0.0 0.0 -0.12
C 1.4595 2.5878 0.2241 -0.2 0.1 0.1 -0.38
O 1.7463 1.4790 -0.6150 0.0 0.2 0.0 -0.32
N -0.0004 2.7698 0.2386 0.2 0.0 0.0 0.01
N -0.5751 1.4870 0.0860 -0.2 -0.1 -0.1 -0.18
C -1.9002 1.5233 -0.4129 0.0 0.2 -0.1 -0.13
C -2.6225 0.4698 -0.6869 0.0 -0.1 0.2 -0.04
Br 0.3363 -0.7598 -2.5622 0.0 0.0 0.0 0.25
C -3.3955 -0.5481 -0.9554 0.0 0.0 -0.1 -0.05
C -4.3446 -1.1805 -0.0199 0.0 0.0 0.0 -0.25
C -4.9977 -2.3473 -0.4102 0.0 0.0 0.0 -0.04
C -5.8579 -2.9982 0.4624 0.0 0.0 0.0 -0.07
C -6.0707 -2.4875 1.7346 0.0 0.0 0.0 -0.08
C -5.4285 -1.3187 2.1288 0.0 0.0 0.0 -0.07
C -4.5726 -0.6674 1.2571 0.0 0.0 0.0 -0.04
H 0.5427 4.2922 1.6796 0.0 0.0 0.0 0.08
H 2.4747 7.0485 0.8904 0.0 0.0 0.0 0.12
H 3.8943 7.1556 -1.1416 0.0 0.0 0.0 0.11
H 4.1552 5.1584 -2.5816 0.0 0.0 0.0 0.10
H 3.0144 3.0457 -1.9550 0.0 0.0 0.0 0.11
H 1.7670 2.3300 1.2474 0.0 -0.1 0.0 0.14
H -0.2616 3.3437 -0.5645 0.0 -0.1 0.0 0.14
H -2.2762 2.5056 -0.6896 0.0 0.1 0.2 0.13
H -3.3212 -0.9969 -1.9439 0.1 0.0 0.0 0.13
H -4.8339 -2.7423 -1.4063 0.0 0.0 0.0 0.12
H -6.3671 -3.8991 0.1459 0.0 0.0 0.0 0.11
H -6.7442 -2.9902 2.4160 0.0 0.0 0.0 0.11
H -5.6045 -0.9117 3.1157 0.0 0.0 0.0 0.11
H -4.0793 0.2488 1.5614 0.0 0.0 0.0 0.12
C 4.8904 -0.6873 -0.3583 -0.1 0.0 0.0 0.02
N 3.8193 -1.6728 -0.5027 0.0 0.0 0.0 -0.08
C 3.7913 -2.6822 -1.4438 0.0 0.0 0.0 0.00
C 2.6153 -3.3276 -1.3170 0.0 0.0 0.0 -0.02
N 1.9350 -2.7079 -0.2861 -0.1 0.1 0.1 -0.02
C 2.6829 -1.6806 0.2101 -0.1 0.0 0.0 -0.69
S 2.2207 -0.6090 1.4659 0.1 0.0 0.1 0.76
C 0.6259 -3.0178 0.1774 0.1 -0.1 -0.2 -0.29
C 0.2541 -4.3308 0.3594 -0.1 0.0 0.1 0.04
C -1.0249 -4.5736 0.8460 0.0 0.0 0.0 -0.01
C -1.8365 -3.4999 1.1668 0.1 0.1 0.0 0.00
C -1.3589 -2.2173 0.9477 -0.1 0.0 0.0 -0.08
N -0.1652 -1.9721 0.4063 0.0 0.0 0.0 0.00
H 5.8293 -1.1575 -0.6354 0.0 0.0 0.0 0.10
H 4.9295 -0.3599 0.6755 0.0 0.0 0.0 0.08
H 4.6879 0.1661 -1.0026 0.0 0.0 0.0 0.11
H 4.6046 -2.8445 -2.1281 0.0 0.0 0.0 0.14
H 2.1900 -4.1401 -1.8773 0.0 0.0 0.0 0.14
H 0.9546 -5.1281 0.1563 0.0 0.0 0.0 0.13
H -1.3647 -5.5891 0.9977 0.0 0.0 0.0 0.12
H -2.8287 -3.6304 1.5749 0.0 0.0 0.0 0.12
H -1.9660 -1.3594 1.1942 0.0 0.0 0.0 0.11
```
Positions in Å, forces in eV/Å.

Computed properties:
Total charge   +1
E_tot   -141832.817 eV
HOMO-LUMO gap (alpha / beta)   0.2661 / 0.2661 Ha
E_LUMO (alpha / beta)   -3.51 / -3.51 eV
Energy relative to the best compared isomer or geometry (same formula, charge and spin)   49.6 kJ/mol
Largest force on an atom   0.45 eV/Å

3.
The following is a quantum chemistry calculation of 2 unconnected molecules or ions with the total composition C7H18Si2 in a non-equilibrium geometry, from the Open Molecules 2025 dataset.

Structure (XYZ):
```
27
Properties=species:S:1:pos:R:3:forces:R:3:lowdin_charge:R:1
C -1.3652 2.3402 -1.7084 -0.4 -1.8 0.9 -0.08
C -0.6936 2.3122 -0.5673 -0.1 1.7 0.4 -0.25
C 2.2543 0.1279 -1.0768 -1.2 0.3 1.9 -0.27
C 1.8765 -2.4078 0.4536 2.3 -0.1 0.0 -0.23
C -2.9934 0.5746 0.9344 0.1 1.0 -1.5 -0.22
C -0.1473 0.4915 2.2589 -2.1 3.8 -0.4 -0.20
C -0.4722 -1.1469 -1.0218 -0.1 4.4 -0.1 -0.27
Si 1.2750 -1.5472 -1.1449 3.1 2.8 1.2 0.46
Si -1.1197 0.8363 0.5410 0.9 -3.0 0.6 0.79
H -1.2866 2.9661 -2.5289 0.4 1.8 -1.1 0.04
H -2.0479 1.5505 -1.8931 -0.6 -0.9 -0.4 0.03
H -0.1576 3.2918 -0.4194 0.2 -1.5 0.5 0.08
H 1.9695 0.8543 -1.8348 0.1 -0.1 -0.2 0.01
H 2.0770 0.6472 -0.0808 0.0 -0.5 -0.9 0.02
H 3.3122 -0.0479 -1.0611 0.7 -0.1 -0.4 0.00
H 1.5743 -3.4671 0.4440 0.3 0.3 0.4 0.01
H 3.0478 -2.3109 0.7165 -2.5 -0.5 -1.2 0.08
H 1.4751 -1.8817 1.3155 -0.6 -0.1 0.0 -0.02
H -3.1579 -0.3352 1.5495 0.1 0.9 -0.1 0.03
H -3.4941 1.5453 1.2549 0.7 -1.4 0.3 0.05
H -3.4670 0.4054 -0.0599 0.2 -0.2 0.6 0.02
H 0.2446 -0.4619 2.4032 0.6 -1.5 0.1 -0.04
H 0.6270 1.2694 2.2817 0.3 -0.5 0.0 0.01
H -0.8121 0.8161 3.1498 0.7 -0.8 -1.5 0.05
H -0.8995 -2.0539 -0.8681 -2.4 -2.5 0.8 -0.07
H -0.8436 -0.6737 -1.9500 0.0 -0.4 0.3 -0.01
H 2.0294 -1.9033 -2.3746 -0.7 -1.1 -0.2 -0.02
```
Positions in Å, forces in eV/Å.

Computed properties:
Total charge   0
E_tot   -23303.231 eV
HOMO-LUMO gap   0.3359 Ha
E_LUMO   0.53 eV
Energy relative to the best compared isomer or geometry (same formula, charge and spin)   285.1 kJ/mol
Largest force on an atom   4.40 eV/Å

4.
The following is a quantum chemistry calculation of a molecular structure, C2H6NOPS in a non-equilibrium geometry, from the Open Molecules 2025 dataset.

Structure (XYZ):
```
12
Properties=species:S:1:pos:R:3:forces:R:3:lowdin_charge:R:1
C 0.7560 -1.0497 0.4667 -0.8 2.1 -1.8 -0.52
C -2.1099 0.1208 -0.4156 4.6 3.1 1.6 -0.11
N 2.1564 -1.3026 0.3897 1.9 -0.4 -0.1 -0.09
O 2.7812 -0.5550 -0.3414 -1.1 -0.9 0.9 -0.08
P 0.3024 0.3329 -0.7252 -2.6 0.0 0.6 0.62
S 0.8102 1.9623 0.6003 0.7 0.7 -1.9 0.25
H 0.3972 -0.9136 1.4430 0.4 1.1 2.0 0.06
H 0.1153 -1.8748 0.3500 -0.2 -1.9 -1.3 0.06
H -2.3383 1.0272 -0.9508 -0.2 0.8 0.7 -0.02
H -2.3509 -0.5840 -1.1082 -0.7 -3.0 -0.8 -0.05
H -2.0619 0.1412 0.7017 -0.9 -0.5 -1.4 0.02
H 1.5422 2.6952 -0.4102 -1.1 -1.1 1.5 -0.14
```
Positions in Å, forces in eV/Å.

Computed properties:
Total charge   0
E_tot   -25828.234 eV
HOMO-LUMO gap   0.3103 Ha
E_LUMO   -0.25 eV
Energy relative to the best compared isomer or geometry (same formula, charge and spin)   371.8 kJ/mol
Largest force on an atom   5.75 eV/Å

5.
The following is a quantum chemistry calculation of 2 unconnected molecules or ions with the total composition C5H11N3 in a non-equilibrium geometry, from the Open Molecules 2025 dataset.

Structure (XYZ):
```
19
Properties=species:S:1:pos:R:3:forces:R:3:lowdin_charge:R:1
H 0.5716 -2.2990 -1.3663 -0.1 0.3 -0.4 0.07
N 0.1411 -1.5463 -0.8319 0.0 -0.6 0.5 0.13
C 0.4419 -0.3781 -1.2021 0.0 1.0 0.2 -0.43
C 1.2648 -0.0214 -2.4111 -0.3 0.1 -0.2 -0.04
C -0.0804 0.8085 -0.4089 -0.3 -0.4 -2.4 -0.16
C -1.3904 0.9646 -0.2728 -0.2 0.1 0.3 0.01
H 0.6177 0.4769 -3.1614 0.3 -0.1 0.4 0.10
H 2.0657 0.6633 -2.1345 0.0 0.1 -0.1 0.08
H 1.6964 -0.9023 -2.8738 0.1 -0.2 0.0 0.07
H 0.5990 1.6515 -0.3620 0.1 -0.1 0.8 0.11
H -1.8526 1.7685 0.2816 0.3 0.4 -0.1 0.06
H -2.1085 0.2534 -0.6512 0.2 -0.5 0.1 0.07
H 0.1713 1.6623 3.1279 0.1 -0.2 -0.2 0.03
N -0.4940 0.9688 2.7934 0.3 -0.1 -0.4 0.05
C 0.0505 -0.0412 2.2190 -0.4 -0.2 2.2 -0.44
N -0.6993 -1.1565 1.9490 0.1 0.0 -0.3 0.06
H 1.1309 -0.2367 2.1875 -0.1 0.3 -0.5 0.12
H -0.4346 -1.6641 1.1063 -0.1 0.1 0.1 0.03
H -1.6912 -0.9724 2.0113 0.0 0.0 0.0 0.09
```
Positions in Å, forces in eV/Å.

Computed properties:
Total charge   0
E_tot   -9832.213 eV
HOMO-LUMO gap   0.3535 Ha
E_LUMO   0.86 eV
Energy relative to the best compared isomer or geometry (same formula, charge and spin)   163.4 kJ/mol
Largest force on an atom   2.43 eV/Å

6.
The following is a quantum chemistry calculation of 15 unconnected molecules or ions with the total composition C24H78O27 in a non-equilibrium geometry, from the Open Molecules 2025 dataset.

Structure (XYZ):
```
129
Properties=species:S:1:pos:R:3:forces:R:3:lowdin_charge:R:1
O -1.2844 -3.0768 -0.7871 -0.1 -0.8 -0.1 -0.06
H -0.5858 -2.4297 -0.6893 0.2 0.6 0.1 -0.01
H -2.0930 -2.5702 -0.7121 -0.4 0.2 -0.1 0.00
O -2.1138 -5.8235 -0.8925 -0.5 -0.5 -0.1 -0.07
H -1.2620 -6.2557 -0.9541 0.2 -0.1 0.1 0.02
H -1.9092 -4.8884 -0.8942 0.3 0.6 0.0 -0.03
O -0.1031 -0.6471 -0.3298 0.4 -0.4 0.0 -0.03
H -0.6186 0.1306 -0.5431 -0.6 0.4 -0.5 0.01
H 0.4100 -0.3921 0.4369 0.4 0.1 0.5 0.02
C 6.1458 0.0043 -0.3279 0.6 0.5 -1.4 -0.27
C 7.1745 -0.1601 0.7408 0.2 0.7 0.2 -0.25
O 8.4598 -0.5128 0.2228 -0.5 0.0 0.2 -0.06
O 5.7534 -1.2704 -0.7852 -0.1 -0.2 0.4 -0.07
H 6.5397 0.5027 -1.2137 0.9 0.3 0.1 0.12
H 5.3672 0.7346 -0.1073 -0.7 -0.6 0.8 0.10
H 6.8402 -0.9185 1.4487 -0.1 0.0 0.1 0.12
H 7.2601 0.7888 1.2703 0.4 0.0 0.1 0.12
H 8.3127 -1.3954 -0.1249 0.3 -0.2 -0.3 0.08
H 4.8268 -1.1662 -1.0136 -0.5 -0.4 0.1 0.01
C 0.5004 -1.9566 4.4983 0.1 1.0 -0.5 -0.19
C 1.8235 -2.5947 4.9413 -1.1 0.5 0.0 -0.21
O 2.8212 -2.3275 3.9677 -0.4 -0.4 0.0 -0.08
O 0.4899 -0.5139 4.3620 1.1 -0.5 0.4 -0.08
H -0.3473 -2.1823 5.1453 0.3 -0.6 0.2 0.13
H 0.3086 -2.3573 3.5029 -0.2 -0.3 -0.1 0.11
H 1.5656 -3.6537 4.9573 0.2 -0.3 0.2 0.11
H 2.1807 -2.3038 5.9291 -0.2 0.2 0.1 0.13
H 3.6449 -2.6733 4.3192 0.3 0.1 -0.1 0.11
H -0.2860 -0.3283 3.8281 -0.5 -0.1 -0.2 0.03
C 1.7629 -4.8442 2.1009 -0.1 -0.6 -0.1 -0.21
C 1.7256 -3.6905 1.1331 -1.5 -0.9 0.8 -0.25
O 2.4890 -3.9537 -0.0034 1.4 1.0 -0.8 -0.04
O 1.2093 -6.0136 1.4304 0.5 0.7 0.7 -0.05
H 1.1903 -4.6512 3.0081 -0.4 0.0 -0.3 0.10
H 2.7727 -5.0281 2.4678 0.3 -0.2 -0.2 0.12
H 2.0064 -2.7757 1.6552 0.4 0.1 -0.5 0.11
H 0.6784 -3.6455 0.8339 -0.3 0.4 0.0 0.11
H 2.4694 -4.8609 -0.3169 -0.5 0.1 0.3 0.09
H 1.9135 -6.3262 0.8578 0.0 -0.4 0.1 0.07
C -4.3566 0.8439 -1.5182 0.5 0.4 -0.7 -0.22
C -3.0593 0.9885 -2.3488 -0.3 -0.2 0.9 -0.16
O -1.9586 1.2685 -1.4466 -0.4 -0.7 -0.7 -0.09
O -4.7908 2.1571 -1.1824 -0.5 -0.4 -0.2 -0.06
H -4.2312 0.1981 -0.6492 0.4 0.1 0.2 0.10
H -5.1530 0.3560 -2.0803 -0.1 0.3 -0.3 0.12
H -3.2070 1.8041 -3.0567 0.0 0.3 0.1 0.11
H -2.8104 0.1288 -2.9710 0.2 -0.3 0.5 0.12
H -2.0545 2.1546 -1.0899 0.2 0.3 -0.1 0.03
H -4.1840 2.5809 -0.5710 0.0 -0.1 0.4 0.03
C -0.8058 3.0806 2.7705 0.5 0.4 -2.1 -0.18
C -0.8422 3.1713 4.2935 0.1 -1.6 -1.7 -0.24
O -2.1340 3.5301 4.5909 -1.3 1.4 1.5 -0.04
O -1.8524 2.2397 2.2241 0.5 -1.1 1.7 -0.09
H 0.1467 2.7839 2.3313 0.3 -0.5 0.4 0.10
H -0.9620 4.0474 2.2918 -0.1 0.5 0.6 0.10
H -0.0729 3.8368 4.6851 -0.4 0.4 -0.1 0.13
H -0.6353 2.1925 4.7262 0.3 -0.3 0.0 0.11
H -2.7476 2.9455 4.1400 0.1 -0.3 -0.2 0.08
H -2.1811 2.4747 1.3532 0.2 0.8 0.0 0.06
C -4.1346 -1.1170 2.5754 -0.8 -1.4 -1.0 -0.22
C -2.7985 -1.2114 1.8441 0.0 0.0 -0.1 -0.22
O -1.7893 -0.5893 2.6006 0.6 0.2 0.5 -0.09
O -4.8230 0.1096 2.3813 0.7 0.6 0.4 -0.05
H -3.9639 -1.4549 3.5975 0.2 0.8 0.5 0.12
H -4.8479 -1.8681 2.2361 0.3 -0.6 -0.5 0.11
H -2.7436 -0.7334 0.8661 -0.8 -0.1 -0.3 0.10
H -2.4622 -2.2370 1.6916 -0.4 -0.2 0.2 0.12
H -1.8639 0.3370 2.3597 0.3 0.8 0.3 0.04
H -5.7683 -0.0519 2.4262 0.1 0.0 0.0 0.08
C 3.0199 -1.8372 -2.4525 -0.1 -0.9 0.1 -0.19
C 3.8783 -1.2923 -3.5634 -0.2 -0.4 -0.7 -0.20
O 3.1738 -0.3724 -4.3814 -0.1 0.4 0.0 -0.06
O 3.1334 -1.1040 -1.2334 -0.1 0.2 -0.4 -0.09
H 3.2866 -2.8757 -2.2560 0.6 0.0 0.0 0.12
H 1.9507 -1.9428 -2.6363 -0.1 0.5 -0.9 0.14
H 4.1456 -2.0810 -4.2665 0.1 -0.6 0.5 0.13
H 4.8202 -0.8401 -3.2528 -0.1 -0.1 0.7 0.13
H 3.8327 -0.1756 -5.0512 -0.4 0.6 -0.4 0.11
H 2.6173 -1.6637 -0.6486 0.0 0.2 0.8 0.08
C -2.3304 4.8042 -0.8957 0.1 1.5 0.8 -0.22
C -3.1119 5.0051 0.4061 1.4 1.8 -1.9 -0.25
O -3.6142 3.8145 0.8407 -1.1 -1.0 0.4 -0.05
O -1.3214 3.8488 -0.7152 0.1 -1.1 -0.3 -0.07
H -1.8307 5.7426 -1.1364 -0.2 0.4 0.0 0.13
H -2.9869 4.6293 -1.7480 0.1 -0.8 0.1 0.13
H -3.8555 5.7544 0.1346 -0.4 0.1 0.4 0.13
H -2.4276 5.4212 1.1456 0.1 0.3 0.2 0.12
H -4.1820 4.0511 1.5777 -0.3 -0.7 0.3 0.13
H -0.5394 4.2533 -0.3326 0.0 0.0 0.0 0.11
C -0.1634 3.9534 -5.6711 -0.3 -0.1 1.0 -0.22
C -1.4130 3.9907 -4.6796 1.4 1.0 -1.0 -0.24
O -2.6454 3.8817 -5.3290 -0.4 -0.6 -0.2 -0.06
O 0.1556 2.6186 -6.0034 -0.4 0.2 -0.7 -0.08
H 0.6816 4.4807 -5.2283 0.3 -0.2 0.7 0.10
H -0.2200 4.5004 -6.6122 -1.1 -0.1 0.0 0.11
H -1.4856 4.9314 -4.1337 0.4 0.1 0.0 0.11
H -1.2782 3.1843 -3.9588 0.2 -0.1 0.2 0.09
H -2.6605 2.9676 -5.6218 -0.4 -0.1 -0.4 0.08
H 0.4524 2.1517 -5.2188 0.3 -0.1 0.5 0.03
C -5.0369 -3.6686 -0.9527 -1.8 -2.0 2.5 -0.30
C -6.5080 -3.2822 -0.8781 0.6 -0.3 1.2 -0.26
O -7.2276 -3.5033 -2.0580 -0.5 0.7 -0.5 -0.05
O -4.2205 -2.6670 -1.3395 1.4 1.4 -1.6 -0.04
H -4.9871 -4.6632 -1.3957 0.5 0.0 -1.3 0.13
H -4.6654 -3.9639 0.0285 -0.3 0.3 0.5 0.12
H -6.5573 -2.2473 -0.5395 -0.1 0.4 -0.7 0.12
H -6.9655 -3.7843 -0.0257 -0.2 -0.7 -0.1 0.11
H -6.8488 -4.2000 -2.5990 0.2 -0.1 0.3 0.09
H -4.4617 -2.4294 -2.2378 0.2 0.3 -0.2 0.11
C 1.1817 1.8612 -2.3287 1.5 1.1 0.5 -0.22
C 2.5357 2.6212 -2.0935 -1.1 -0.1 1.8 -0.18
O 3.6185 1.6715 -1.9318 -0.6 1.2 -0.8 -0.07
O 1.2487 1.4694 -3.6487 -0.9 -0.8 -1.3 -0.07
H 0.2446 2.4039 -2.2044 0.3 0.4 0.3 0.09
H 1.1528 0.9958 -1.6666 -0.1 -0.1 0.2 0.10
H 2.4848 3.2209 -1.1847 -0.1 -0.1 0.6 0.09
H 2.6738 3.4098 -2.8332 0.5 -0.7 -0.7 0.11
H 3.1962 0.8219 -1.7851 0.1 -0.4 0.3 0.02
H 1.9494 0.8147 -3.6920 0.4 -0.4 -0.8 0.05
C 3.0248 1.3340 1.9957 1.7 0.3 1.1 -0.24
C 4.1382 0.5555 2.7479 -0.1 -0.2 0.2 -0.20
O 3.8455 0.1243 4.0987 0.3 1.4 -1.1 -0.08
O 1.8809 0.5582 1.8403 -0.8 -0.2 -0.8 -0.06
H 3.4345 1.6987 1.0538 -0.2 -0.7 -0.5 0.10
H 2.8387 2.2877 2.4896 -0.4 0.0 0.6 0.11
H 5.0572 1.1411 2.7722 -0.1 0.3 0.2 0.11
H 4.3995 -0.3273 2.1643 -0.2 -0.2 -0.3 0.11
H 3.1409 -0.5233 4.0224 -0.2 -0.3 0.0 0.01
H 1.3980 0.5300 2.6695 0.0 -0.2 0.5 0.06
```
Positions in Å, forces in eV/Å.

Computed properties:
Total charge   0
E_tot   -81428.890 eV
HOMO-LUMO gap   0.3488 Ha
E_LUMO   0.02 eV
Energy relative to the best compared isomer or geometry (same formula, charge and spin)   325.1 kJ/mol
Largest force on an atom   3.64 eV/Å